# 1
{"formula": "C3H6BrNO3", "method": "ωB97M-V/def2-TZVPD", "elements": ["C", "N", "O", "O", "H", "H", "H", "C", "C", "O", "Br", "H", "H", "H"], "coordinates": [[0.355006, -0.957256, 1.289218], [1.341314, -0.778712, 0.425085], [1.720727, 0.381984, 0.098485], [1.986726, -1.875695, -0.075356], [0.167943, -0.023181, 1.770266], [0.006316, -1.907963, 1.469791], [2.771756, -1.551872, -0.566224], [-0.822259, 1.585460, -0.763891], [-1.492570, 0.266918, -0.674414], [-1.137133, -0.663745, -1.342016], [-3.008381, 0.122024, 0.576134], [-0.663059, 1.661954, -1.779607], [-1.305008, 2.503037, -0.235602], [0.078621, 1.237045, -0.191870]], "forces_ev_per_angstrom": [[2.9, 1.4, -1.8], [-1.3, 1.2, 1.8], [1.0, -1.3, -0.3], [0.1, -0.2, -0.4], [-0.8, 0.0, 0.3], [-0.7, -1.7, 0.5], [-0.7, 0.3, 0.3], [-1.0, 0.5, 3.9], [-0.3, -1.0, -1.3], [-0.9, 0.8, 1.0], [0.1, -0.1, 0.0], [0.9, 0.8, -2.1], [0.7, -1.9, -1.1], [0.0, 1.2, -0.8]], "lowdin_charge": [0.086, -0.372, -0.068, 0.087, 0.099, 0.077, 0.143, -0.076, -0.883, 0.020, 0.641, 0.063, 0.122, 0.061], "e_homo_ha": -0.3463, "orbital_gap_ev": 9.83}

=====

# 2
{"formula": "C3H6Cl2P", "method": "ωB97M-V/def2-TZVPD", "elements": ["C", "C", "C", "P", "Cl", "Cl", "H", "H", "H", "H", "H", "H"], "coordinates": [[1.467758, -0.445896, -0.006749], [-0.143319, -1.577521, -0.962750], [-1.371796, 0.885443, 0.048911], [-1.157423, -0.229585, -1.335015], [-2.816242, -1.057406, -1.908401], [-0.203039, 0.885158, -2.790064], [2.419560, -1.067472, 0.063620], [1.492228, 0.684967, 0.103786], [0.484021, -2.170790, -1.546961], [-2.344034, 1.341616, 0.153078], [-0.729322, 1.776142, 0.196894], [-1.202254, 0.301299, 1.101016]], "forces_ev_per_angstrom": [[-2.2, -2.1, -3.1], [2.6, 3.8, 4.0], [0.5, -0.5, 3.7], [2.5, 0.5, -0.1], [-0.6, 0.3, -0.4], [-1.2, -0.3, 0.3], [-1.3, 1.0, 0.2], [-0.1, -1.5, 0.4], [0.7, -1.0, -1.1], [-0.7, -0.3, -0.4], [0.3, -0.7, -1.0], [-0.6, 0.9, -2.7]], "lowdin_charge": [0.302, -0.176, -0.288, -0.019, 0.496, 0.339, 0.061, 0.047, -0.014, 0.050, 0.065, 0.136], "e_homo_ha": [-0.5027, -0.5027], "charge": 1, "orbital_gap_ev": [6.69, 6.68]}

=====

# 3
{"formula": "C3H6Cl2Si", "method": "ωB97M-V/def2-TZVPD", "elements": ["C", "C", "Si", "C", "Cl", "Cl", "H", "H", "H", "H", "H", "H"], "coordinates": [[0.099923, -0.222877, -2.227389], [-0.057751, -0.790550, -1.041597], [0.561744, 0.029306, 0.523989], [-0.783417, 0.369600, 1.780572], [1.267926, 1.901829, -0.038584], [2.220921, -0.859992, 1.408378], [0.373891, 0.789592, -2.283533], [-0.196477, -0.697369, -3.120727], [-0.348488, -1.835931, -0.980400], [-0.725558, -0.316485, 2.640015], [-0.732583, 1.410177, 2.137265], [-1.680132, 0.222699, 1.202012]], "forces_ev_per_angstrom": [[-0.8, -0.2, 0.9], [1.0, -0.5, 0.8], [0.0, 0.8, 0.1], [0.9, -0.2, 0.2], [0.0, 0.0, -0.1], [-0.5, -0.1, -0.3], [0.6, 1.1, -0.3], [-0.2, -0.6, -1.0], [-0.2, 0.0, 0.0], [-0.2, 0.2, -0.4], [0.0, -0.4, -0.2], [-0.7, 0.0, 0.1]], "lowdin_charge": [-0.063, -0.276, -0.189, -0.236, 0.303, 0.270, 0.000, 0.048, 0.058, 0.034, 0.032, 0.018], "e_homo_ha": -0.3954, "orbital_gap_ev": 11.53}

=====

# 4
{"formula": "C3H6Cl3P", "method": "ωB97M-V/def2-TZVPD", "elements": ["C", "C", "C", "P", "Cl", "Cl", "Cl", "H", "H", "H", "H", "H", "H"], "coordinates": [[-0.904260, -0.942285, 0.535289], [0.805947, 0.598159, -0.710412], [-0.612034, 0.015407, -0.617001], [-1.744295, 2.984944, -0.459393], [-1.484523, 0.012901, -2.048405], [-3.565757, 2.432013, 0.108109], [-1.863064, 2.895650, -2.419123], [-0.039158, -0.956017, 1.153623], [-0.957560, -1.913744, 0.114922], [-1.780094, -0.720889, 1.138284], [1.674656, -0.179407, -1.011851], [0.980275, 1.002070, 0.270953], [0.777447, 1.543226, -1.427384]], "forces_ev_per_angstrom": [[0.0, 1.3, -1.3], [0.0, 0.3, -1.9], [1.6, 0.7, 1.1], [1.3, 0.2, 1.3], [-0.5, -1.4, -0.6], [-1.1, -0.4, 0.3], [-0.2, 0.7, -1.4], [0.7, 0.2, 0.7], [-0.5, -1.2, -0.3], [-0.2, 0.1, -0.2], [-2.0, 1.7, 0.5], [0.6, 0.0, 0.5], [0.4, -2.2, 1.2]], "lowdin_charge": [-0.108, -0.191, -0.845, -0.037, 0.607, 0.067, 0.076, 0.059, 0.059, 0.076, 0.122, 0.042, 0.075], "e_homo_ha": [-0.2802, -0.2897], "orbital_gap_ev": [6.77, 8.11]}

=====

# 5
{"formula": "C3H6ClFO", "method": "ωB97M-V/def2-TZVPD", "elements": ["C", "O", "C", "C", "F", "Cl", "H", "H", "H", "H", "H", "H"], "coordinates": [[1.564214, 0.978146, 0.006127], [0.441832, 0.429056, -0.533135], [-0.262729, -0.383054, 0.314294], [-1.534560, -0.861465, -0.259522], [-1.163313, -1.301255, -1.466330], [-2.748846, 0.455670, -0.410963], [2.263705, 0.178784, 0.290284], [1.487307, 1.665802, 0.827038], [2.091261, 1.518385, -0.812519], [-0.424892, 0.216960, 1.208751], [0.302499, -1.243477, 0.588492], [-2.016478, -1.653553, 0.247483]], "forces_ev_per_angstrom": [[2.7, 0.0, -1.1], [-1.3, 0.3, -1.8], [0.1, 1.2, 2.3], [0.1, 1.4, -0.7], [-0.5, -0.8, -1.7], [0.1, -0.2, -0.1], [0.1, 0.0, 0.3], [-0.8, 0.3, 0.7], [-0.5, -0.2, 0.5], [-0.4, -0.3, 0.6], [0.7, -1.0, 0.3], [-0.4, -0.7, 0.9]], "lowdin_charge": [-0.135, -0.162, -0.288, -0.691, 0.002, 0.633, 0.095, 0.084, 0.108, 0.129, 0.126, 0.099], "e_homo_ha": -0.3769, "orbital_gap_ev": 11.18}

=====

# 6
{"formula": "C3H6ClN", "method": "ωB97M-V/def2-TZVPD", "elements": ["C", "C", "C", "N", "Cl", "H", "H", "H", "H", "H", "H"], "coordinates": [[1.361595, -0.109033, -1.054470], [-0.154154, -1.722791, 1.387292], [-0.115927, 1.980731, -0.874976], [0.987581, 1.016128, -1.050837], [-0.632546, -2.527514, -0.376245], [0.738612, -2.208759, 1.396516], [-0.053329, -0.707150, 1.260511], [-0.961520, -2.328644, 1.867811], [-0.382532, 2.260412, -1.814440], [0.178183, 2.813462, -0.300460], [-0.965958, 1.533154, -0.440704]], "forces_ev_per_angstrom": [[0.1, 1.7, -0.1], [-3.3, -4.0, -2.6], [2.0, -1.6, 0.8], [-1.0, -1.2, 0.7], [0.2, 1.1, 1.2], [2.6, -1.0, 0.9], [-0.5, 2.2, 0.1], [0.9, 1.7, 0.5], [-0.8, 1.2, -2.7], [0.6, 0.9, 0.6], [-0.8, -0.9, 0.7]], "lowdin_charge": [-0.016, -0.264, -0.064, -0.085, 0.269, -0.034, -0.027, 0.035, 0.047, 0.069, 0.071], "e_homo_ha": -0.3769, "orbital_gap_ev": 10.93}